No. 1
C53H43BrCoN2O5S2 | wB97M-V/def2-TZVPD

Energy relative to the best compared isomer or geometry (same formula, charge and spin): 1.5927 eV
HOMO energy (spin up / spin down): -14.5 / -14.5 eV
Kohn-Sham gap (spin up / spin down): 6.649 / 3.588 eV

The geometry in ORCA input format:
```
! wB97M-V def2-TZVPD RIJCOSX def2/J DEFGRID3
* xyz 3 5
Co -9.4744 -15.2580 15.5992
O -11.8009 -18.7598 11.0695
C -11.2121 -18.2227 12.1552
C -10.8992 -18.8639 13.3900
C -10.3600 -18.1785 14.3841
N -10.0279 -16.8677 14.2788
C -10.2110 -16.3269 13.1053
Br -9.7899 -14.4538 12.9399
C -10.7766 -16.9146 11.9791
H -11.9202 -19.7278 11.1497
H -10.9884 -19.9476 13.4619
H -10.1079 -18.6957 15.3419
H -10.8398 -16.3976 11.0660
C -16.1357 -16.8057 15.4563
C -14.9116 -15.9719 15.6489
C -14.7905 -15.2923 16.8599
C -13.6805 -14.4675 17.0731
C -12.7328 -14.4196 16.0752
C -12.8129 -15.1174 14.8944
C -13.9574 -15.8777 14.6578
S -11.1501 -13.5918 16.2342
O -11.1415 -12.1931 15.7162
C -10.6167 -13.6931 17.9013
C -10.7789 -14.9290 18.5839
C -10.0950 -15.2075 19.7209
C -9.1840 -14.2634 20.2213
C -8.3715 -14.5888 21.3755
C -7.5041 -13.7051 21.9396
C -7.4145 -12.4448 21.3209
C -8.1896 -12.0966 20.2291
C -9.0317 -13.0446 19.5809
C -9.8514 -12.7126 18.4469
C -9.6327 -11.3402 17.8988
C -10.3148 -10.2116 18.3273
C -11.3170 -10.2518 19.3280
C -12.0430 -9.1535 19.6612
C -11.7826 -7.9318 18.9985
C -10.8180 -7.8302 18.0511
C -10.0108 -8.9328 17.7480
C -8.9022 -8.8316 16.9087
C -8.1396 -9.9230 16.6497
C -8.5532 -11.1858 16.9769
S -7.8191 -12.6504 16.1908
O -6.4675 -12.9459 16.7762
C -7.5038 -11.9124 14.5813
C -6.2503 -12.0686 14.0076
C -6.0418 -11.5933 12.7183
C -7.0987 -11.0405 12.0182
C -6.9196 -10.5191 10.5934
C -8.3414 -10.8490 12.6526
C -8.5557 -11.3002 13.9122
H -15.8744 -17.8439 15.7455
H -16.5050 -16.7391 14.4320
H -16.9450 -16.5271 16.1338
H -15.5271 -15.4176 17.6481
H -13.5814 -13.9258 18.0218
H -12.1006 -14.9511 14.1451
H -14.1146 -16.3588 13.6936
H -11.4633 -15.6150 18.2123
H -10.2366 -16.1705 20.2395
H -8.5972 -15.5945 21.7892
H -6.8246 -13.9252 22.7475
H -6.7508 -11.6734 21.6926
H -8.1580 -11.0982 19.7967
H -11.6181 -11.2019 19.7902
H -12.8801 -9.2273 20.3690
H -12.4291 -7.1108 19.2252
H -10.5878 -6.8763 17.6041
H -8.5678 -7.8798 16.5928
H -7.2885 -9.7578 15.9561
H -5.4641 -12.5314 14.6577
H -5.1083 -11.7438 12.2314
H -6.5661 -9.4845 10.6594
H -7.8623 -10.5451 10.0467
H -6.1198 -11.0773 10.0569
H -9.1368 -10.2753 12.1671
H -9.4119 -10.9500 14.5095
C -4.2524 -12.9337 19.1670
O -4.7401 -14.2193 19.5912
C -3.8170 -15.1724 19.8458
C -2.4496 -14.9594 19.9825
C -1.5981 -15.9985 20.3990
C -2.1344 -17.2508 20.6152
C -3.4803 -17.5155 20.3903
C -4.3108 -16.4664 20.1099
N -5.7431 -16.6201 19.9288
C -6.4794 -16.4957 18.8316
C -5.9370 -16.3901 17.4948
C -4.5852 -16.6746 17.0846
C -4.2733 -16.6462 15.7133
C -5.2222 -16.3618 14.7572
C -6.5191 -16.1013 15.1317
C -6.8890 -16.0071 16.5135
O -8.1658 -15.7727 16.8669
H -5.1443 -12.4160 18.8664
H -3.4771 -13.0749 18.3749
H -3.8247 -12.3746 19.9976
H -2.0760 -13.9444 19.8056
H -0.5533 -15.8243 20.5366
H -1.4598 -18.0870 20.7384
H -3.8383 -18.5141 20.4411
H -6.2490 -16.8330 20.7637
H -7.5438 -16.4069 19.0243
H -3.8507 -16.9074 17.8148
H -3.2980 -16.9264 15.3240
H -5.0153 -16.4173 13.6841
H -7.3759 -16.0729 14.4205
*
```

No. 2
C53H44Br4Cl5LaN4O6SiTe | wB97M-V/def2-TZVPD

HOMO energy: -2.5 eV
Kohn-Sham gap: 5.704 eV

The geometry in ORCA input format:
```
! wB97M-V def2-TZVPD RIJCOSX def2/J DEFGRID3
* xyz -2 1
La -0.1368 0.2550 -0.5489
Br 7.3219 0.7268 -1.2453
C 5.6408 0.6041 -0.3787
C 5.5762 0.5720 1.0002
Br 7.1576 0.6453 2.0367
C 4.3275 0.4772 1.6159
Br 4.2249 0.3857 3.5110
C 3.1407 0.4432 0.9023
O 1.9659 0.4421 1.4938
C 3.1982 0.4060 -0.5431
O 2.1535 0.2628 -1.2569
C 4.4726 0.5285 -1.1197
Br 4.5062 0.5666 -3.0177
C -5.3728 1.2936 5.3477
C -4.2467 1.2100 4.3578
C -3.6253 2.3418 3.8587
C -2.5538 2.2737 2.9847
C -1.9956 3.5851 2.6047
O -2.7476 4.5175 2.3355
C -0.5347 3.8340 2.7201
C -0.1218 5.1683 2.6629
C 1.2041 5.5143 2.8181
C 2.1483 4.5244 3.0463
C 1.7471 3.2027 3.1206
C 0.4187 2.8511 2.9648
C -2.1344 1.0158 2.4229
O -1.2747 0.9413 1.5029
C -2.7848 -0.1522 2.9724
C -3.7812 -0.0203 3.9320
C -2.3616 -1.4981 2.6013
N -1.9853 -1.8173 1.4182
C -1.4796 -3.1450 1.1682
C -2.0748 -3.7586 -0.0813
Te -4.1695 -4.2680 0.1033
C -5.1018 -2.7028 -1.0031
C -4.3792 -1.7538 -1.7008
C -5.0311 -0.7436 -2.3860
C -6.4117 -0.6832 -2.3891
C -7.1418 -1.6522 -1.7203
C -6.4904 -2.6548 -1.0276
C -2.4406 -2.4657 3.7378
C -3.5295 -3.3266 3.8426
C -3.6353 -4.1969 4.9122
C -2.6591 -4.2098 5.8958
C -1.5700 -3.3605 5.7904
C -1.4641 -2.4845 4.7244
H -5.6277 2.3311 5.5528
H -5.0929 0.8114 6.2860
H -6.2607 0.7873 4.9657
H -3.9615 3.3177 4.1822
H -0.8771 5.9276 2.5069
H 1.5020 6.5555 2.7755
H 3.1908 4.7871 3.1698
H 2.4736 2.4321 3.3092
H 0.1528 1.8103 3.0062
H -4.2497 -0.9080 4.3381
H -1.6291 -3.8170 2.0249
H -0.4005 -3.0546 1.0089
H -1.5507 -4.6817 -0.3151
H -1.9638 -3.0874 -0.9231
H -3.3000 -1.7751 -1.7031
H -4.4494 -0.0001 -2.9062
H -6.9147 0.1147 -2.9154
H -8.2237 -1.6278 -1.7361
H -7.0586 -3.4093 -0.4985
H -4.3048 -3.3032 3.0854
H -4.4846 -4.8639 4.9801
H -2.7507 -4.8752 6.7453
H -0.7992 -3.3764 6.5478
H -0.6249 -1.8103 4.6469
O 1.6828 -1.8744 1.9242
C 1.0838 -1.0465 1.3353
N -3.8379 0.1907 0.2788
C -4.9959 0.6793 0.7508
C -5.1198 1.9526 0.2467
C -3.9579 2.1461 -0.5128
N -3.1956 1.0696 -0.4785
H -3.3607 -0.6690 0.5314
H -5.6359 0.1055 1.3880
H -5.9158 2.6478 0.4160
H -3.6605 3.0108 -1.0718
Cl -2.1353 -0.3585 -3.9216
C -1.2813 -1.7957 -3.4892
C -0.4664 -1.7388 -2.3548
C 0.2977 -2.8941 -2.1677
Cl 1.4694 -2.8296 -0.9040
C 0.1980 -4.0465 -2.9376
Cl 1.1234 -5.4563 -2.5762
C -0.7018 -4.0708 -3.9957
Cl -0.8921 -5.4943 -4.9361
C -1.4181 -2.9203 -4.2990
Cl -2.4605 -2.9189 -5.6718
C -3.2033 5.0972 -3.7041
Si -2.1459 3.6406 -4.3930
C -0.7899 4.4234 -5.5041
C -3.3566 2.6167 -5.4702
C -1.3951 2.6151 -3.0664
C -0.9305 1.8574 -2.2276
H -3.7448 5.6180 -4.4916
H -2.5945 5.8357 -3.1880
H -3.9402 4.7302 -2.9946
H -1.1720 5.2005 -6.1630
H -0.3124 3.6685 -6.1219
H -0.0128 4.8679 -4.8879
H -3.8087 3.2027 -6.2682
H -4.1608 2.2242 -4.8530
H -2.8592 1.7649 -5.9247
C 0.6292 6.1463 -1.0535
N 0.3057 4.8166 -0.6200
C -1.1011 4.5164 -0.4759
C 1.2361 3.8804 -0.4162
O 1.0322 2.7401 -0.0568
H 0.3366 6.8760 -0.2915
H 0.1028 6.3798 -1.9846
H 1.7019 6.2310 -1.2281
H -1.5931 4.5661 -1.4480
H -1.5701 5.2226 0.2081
H -1.2119 3.5045 -0.0834
H 2.2620 4.2585 -0.6037
*
```

No. 3
C53H44HfI2N2PSi | wB97M-V/def2-TZVPD

Energy relative to the best compared isomer or geometry (same formula, charge and spin): 0.3951 eV
HOMO energy: -9.6 eV
Kohn-Sham gap: 6.633 eV

The geometry in ORCA input format:
```
! wB97M-V def2-TZVPD RIJCOSX def2/J DEFGRID3
* xyz 1 1
Hf 0.3564 -0.7877 -0.7458
I 2.0305 -3.6051 -0.3523
C 0.7746 -4.6873 0.9077
C 0.3178 -5.8712 0.3914
C -0.2673 -6.7703 1.2583
C -0.3262 -6.5981 2.6174
C 0.0688 -5.3143 3.1856
C -0.0596 -5.0515 4.5119
C 0.2543 -3.8596 5.0682
C 0.5742 -2.7680 4.1990
C 0.7273 -2.9668 2.8326
P 0.7351 -1.3882 1.8760
C 2.1205 -0.4794 2.5765
C 3.3654 -0.7781 1.9906
C 4.4798 -0.0372 2.3667
C 4.3462 0.7698 3.4761
C 3.1453 0.9591 4.2123
C 2.0167 0.3400 3.6566
C -0.8355 -0.5907 2.3392
C -0.8902 0.7751 2.2369
C -2.0487 1.5009 2.4820
C -3.1394 0.8273 2.9763
C -3.0479 -0.5511 3.1887
C -1.9410 -1.2886 2.8767
C 0.5631 -4.3232 2.2621
H 0.4466 -5.9717 -0.6685
H -0.5389 -7.7160 0.8724
H -0.7586 -7.3778 3.2233
H -0.4144 -5.8475 5.1572
H 0.1358 -3.7025 6.0855
H 0.7077 -1.7794 4.6723
H 3.4002 -1.5062 1.2409
H 5.3846 -0.0558 1.7686
H 5.1599 1.4261 3.7037
H 2.9740 1.6880 4.9989
H 1.0791 0.5390 4.1073
H -0.0277 1.3921 1.9398
H -2.0176 2.5644 2.2383
H -4.1174 1.3591 3.2290
H -3.9269 -1.0032 3.5857
H -1.8837 -2.3743 2.9870
I 0.2208 -3.0487 -4.1885
C 1.7186 -1.6668 -3.8174
C 2.7348 -1.4574 -4.7341
C 3.7059 -0.5183 -4.4995
C 3.6176 0.2182 -3.3008
C 2.6625 -0.1222 -2.4037
N 1.7065 -0.9984 -2.6291
H 2.7286 -2.0391 -5.6814
H 4.4191 -0.2471 -5.2772
H 4.2401 1.0365 -3.1119
H 2.6315 0.4810 -1.4783
C -2.1636 0.1567 -3.8574
C -3.0859 -0.7149 -3.0511
C -4.4582 -0.7061 -3.3021
C -5.2945 -1.4777 -2.4535
C -4.7182 -2.2055 -1.4029
C -3.3519 -2.2601 -1.2002
C -2.8785 -3.1587 -0.1450
C -2.5472 -1.4501 -1.9811
N -1.2672 -1.1969 -1.4270
H -1.7432 1.0522 -3.2926
H -2.6280 0.5967 -4.7760
H -1.1662 -0.3517 -4.0361
H -4.8460 -0.0315 -4.0793
H -6.3855 -1.4130 -2.4845
H -5.3363 -2.7450 -0.6728
H -3.7987 -3.7643 0.0438
H -2.5806 -2.6775 0.7830
H -2.1498 -3.8949 -0.4273
C 3.0813 3.3699 -4.5687
C 1.8218 2.7459 -4.8137
C 0.9539 2.4984 -3.7270
C 1.3799 2.7260 -2.3795
C 2.5415 3.4711 -2.2184
C 3.3750 3.7689 -3.2804
Si 0.3745 2.0670 -0.8635
C -1.4095 2.5936 -1.1079
C -1.6390 3.8134 -1.7398
C -2.9381 4.2808 -1.7395
C -4.0286 3.6253 -1.1798
C -3.8092 2.3543 -0.5070
C -2.4893 1.8849 -0.5190
C 1.0434 3.1052 0.5813
C 0.2706 4.1167 1.2028
C 0.7972 4.8219 2.2665
C 2.0190 4.5401 2.9039
C 2.7726 3.5258 2.3500
C 2.3349 2.8508 1.2076
H 3.8559 3.6503 -5.3276
H 1.4334 2.6171 -5.8619
H -0.0713 2.0714 -4.0393
H 2.8190 3.7511 -1.2646
H 4.1823 4.4357 -3.0941
H -0.8963 4.4398 -2.2435
H -3.1298 5.2466 -2.1418
H -5.0136 4.0403 -1.1611
H -4.6731 1.7853 -0.1691
H -2.2816 0.8642 -0.1442
H -0.7526 4.3465 0.9328
H 0.1500 5.6308 2.6612
H 2.3506 5.1614 3.7576
H 3.7324 3.2535 2.8265
H 2.9335 2.0606 0.7535
*
```

No. 4
C53H44N4O4PS2SiSr | wB97M-V/def2-TZVPD

Energy relative to the best compared isomer or geometry (same formula, charge and spin): 0.0000 eV
HOMO energy: -3.5 eV
Kohn-Sham gap: 4.989 eV

The geometry in ORCA input format:
```
! wB97M-V def2-TZVPD RIJCOSX def2/J DEFGRID3
* xyz -1 1
Sr 0.5823 0.4796 0.2529
O 2.6038 1.5718 0.5445
S 2.1736 2.4764 1.6206
O 2.3306 3.8871 1.3595
N 0.7292 2.0116 1.9749
C -0.2278 2.7832 2.6726
C 0.0231 3.7823 3.5793
C -1.0394 4.4644 4.2265
C -2.3414 4.1557 3.9736
C -2.6398 3.1318 3.0384
C -3.9627 2.7615 2.6969
C -4.1832 1.7718 1.7904
C -3.0697 1.1257 1.2009
N -1.8296 1.4448 1.4781
C -1.5950 2.4448 2.3951
C 3.2018 2.0856 3.0007
C 3.0991 0.8164 3.5720
C 3.8703 0.5121 4.6805
C 4.7302 1.4686 5.2145
C 4.8256 2.7283 4.6370
C 4.0559 3.0467 3.5227
H 1.0469 4.0572 3.7969
H -0.8034 5.2462 4.9374
H -3.1505 4.6807 4.4686
H -4.7923 3.2766 3.1693
H -5.1871 1.4682 1.5192
H -3.2081 0.3062 0.4950
H 2.4322 0.0742 3.1378
H 3.8014 -0.4724 5.1308
H 5.3302 1.2275 6.0851
H 5.4991 3.4677 5.0553
H 4.1074 4.0236 3.0553
O -2.1037 -2.7631 -0.9995
C -1.2384 -2.3782 -0.2243
O -0.8244 -1.1711 -0.0408
C -0.5152 -3.3470 0.7373
P 0.2522 -2.3071 2.0405
C -1.2157 -1.6493 2.9490
C -0.9712 -0.6971 3.9398
C -2.0159 -0.0823 4.6189
C -3.3323 -0.4107 4.3095
C -3.5885 -1.3545 3.3214
C -2.5377 -1.9652 2.6413
C 0.8179 -3.4729 3.3663
C 0.1515 -4.6430 3.7329
C 0.6210 -5.4355 4.7742
C 1.7689 -5.0696 5.4724
C 2.4482 -3.9118 5.1166
C 1.9767 -3.1276 4.0656
H 0.2930 -3.8289 0.1799
H -1.1990 -4.1157 1.0867
H 0.0546 -0.4117 4.1671
H -1.8029 0.6711 5.3687
H -4.1517 0.0781 4.8236
H -4.6109 -1.6038 3.0617
H -2.7627 -2.6656 1.8412
H -0.7546 -4.9366 3.2102
H 0.0890 -6.3415 5.0438
H 2.1323 -5.6882 6.2859
H 3.3508 -3.6253 5.6466
H 2.5245 -2.2349 3.7679
C 3.6594 1.8179 -5.2231
C 3.8378 2.2373 -3.9052
C 3.5585 1.3730 -2.8492
C 3.1148 0.0483 -3.0620
C 2.9627 -0.3462 -4.4007
C 3.2172 0.5201 -5.4628
Si 2.5286 -1.0139 -1.5684
C 2.3258 -2.7682 -2.2805
C 1.1378 -3.0798 -2.9666
C 0.8676 -4.3659 -3.4256
C 1.7787 -5.3922 -3.1913
C 2.9572 -5.1162 -2.5035
C 3.2246 -3.8223 -2.0599
C 4.1036 -1.1842 -0.4669
C 3.9939 -1.9222 0.7279
C 5.0192 -1.9792 1.6675
C 6.1998 -1.2726 1.4538
C 6.3464 -0.5440 0.2779
C 5.3205 -0.5131 -0.6673
H 3.8726 2.4874 -6.0502
H 4.1989 3.2426 -3.6987
H 3.6831 1.7346 -1.8264
H 2.6317 -1.3604 -4.6182
H 3.0772 0.1774 -6.4835
H 0.3897 -2.3009 -3.1141
H -0.0664 -4.5726 -3.9410
H 1.5656 -6.4004 -3.5308
H 3.6711 -5.9121 -2.3106
H 4.1530 -3.6271 -1.5270
H 3.0755 -2.4699 0.9253
H 4.8954 -2.5713 2.5717
H 6.9944 -1.2942 2.1919
H 7.2664 0.0036 0.0930
H 5.4731 0.0550 -1.5822
N 0.3726 5.1326 -5.5106
C -0.7988 4.7633 -4.9872
S -2.2434 5.2124 -5.6358
C -0.6508 3.9066 -3.7532
C -1.6254 2.9944 -3.3912
C -1.3983 2.1771 -2.3004
N -0.2892 2.2468 -1.5562
C 0.6239 3.1675 -1.8766
C 0.4839 4.0029 -2.9715
H 0.3445 5.6337 -6.3819
H 1.2189 4.6413 -5.2657
H -2.5288 2.9047 -3.9795
H -2.1142 1.4104 -2.0212
H 1.5136 3.2280 -1.2545
H 1.2607 4.7285 -3.1768
*
```